The following is a DFT calculation (wB97M-V/def2-TZVPD) of 15 unconnected molecules or ions with the total composition C4H36NO16 in a non-equilibrium geometry.

Values from the calculation:
LUMO energy in eV: 2.33
Orbital gap in eV: 9.7
Charge: -1
Energy relative to the best compared isomer or geometry (same formula, charge and spin) in eV: 5.736
HOMO energy in eV: -7.4
Max |F| in eV/A: 7.1

Last column: natural (NBO) charge in e.
Atoms and positions in Å:
H  2.4068  -2.1979  1.9232  0.21
H  1.0851  3.7770  -2.7641  0.48
H  1.7957  2.4353  4.4244  0.51
O  1.7457  3.7151  -2.0646  -0.98
O  -0.4185  2.4089  -1.6039  -1.02
O  -0.2617  -1.2321  -1.9569  -0.80
H  -0.6976  -3.9191  -1.5357  0.47
H  1.5568  1.2487  3.1949  0.50
H  -2.9209  0.4773  -0.0375  0.45
O  -0.7778  0.1793  -0.3130  -0.84
O  -0.1490  -3.7409  -0.7271  -0.88
O  1.0661  4.9206  2.4379  -0.97
O  -3.8548  0.5320  3.7082  -0.95
H  -0.9777  3.1864  -1.3314  0.47
H  -3.2598  0.1956  3.0724  0.49
H  3.8877  -0.2368  0.3158  0.23
O  2.4893  4.8989  0.0042  -1.00
H  2.0838  -0.7834  3.1022  0.20
H  0.7478  0.4040  1.3730  0.22
H  -0.7098  -0.7397  1.8850  0.46
O  -2.8655  -3.3742  0.7388  -0.96
H  2.3650  -4.6259  -0.6432  0.45
O  -3.8832  0.6393  -0.4223  -0.93
H  -1.9579  -0.4137  1.0472  0.49
O  -1.5783  -0.6084  1.9752  -0.96
H  -0.7584  1.7326  -0.9414  0.52
H  1.0711  -4.1353  -1.3952  0.48
C  1.6336  -0.3201  1.0853  -0.06
H  -1.5614  1.4047  -3.2682  0.48
H  0.9338  -1.7888  2.6577  0.21
O  1.8989  -4.7492  -1.4490  -1.02
O  1.3133  1.7591  3.9410  -1.00
H  3.8093  0.4408  1.7141  0.22
H  -0.1792  -2.8260  -0.9293  0.49
H  -2.1119  -2.3969  -1.7058  0.46
H  2.0116  -1.0510  -0.7950  0.42
H  2.7702  1.1736  0.4603  0.22
H  2.9108  4.4545  -0.7918  0.50
N  1.1177  -0.9506  -0.1602  -0.71
H  -3.5064  1.2977  4.0335  0.45
H  3.2174  -2.9211  -2.2137  0.48
O  -2.9432  -2.0716  -1.9063  -0.94
H  2.4323  -2.3686  -3.2276  0.48
H  -1.3132  0.0173  -2.5426  0.50
C  3.1022  0.2921  0.8526  -0.67
H  1.5435  4.9604  -0.2182  0.49
C  1.8065  -1.3180  2.2594  -0.63
H  -3.6563  -3.0230  0.2632  0.48
H  1.6163  2.8192  -1.7129  0.50
H  -2.3793  -2.5104  0.9176  0.47
H  1.8460  4.9813  1.9435  0.49
C  -0.0066  -0.5966  -0.9037  0.89
H  -2.7368  -1.0953  -1.9250  0.47
O  -1.9517  0.7374  -2.7289  -1.01
H  -3.4834  0.4096  -1.2731  0.47
H  0.7951  4.0066  2.5051  0.48
O  3.2061  -2.0241  -2.6609  -0.96